Entry 1:
{
  "formula": "C17H21F8IN2O3",
  "method": "ωB97M-V/def2-TZVPD",
  "species": ["C", "C", "N", "C", "C", "C", "C", "C", "F", "N", "C", "C", "F", "F", "C", "F", "F", "C", "F", "F", "F", "C", "C", "I", "C", "C", "C", "C", "O", "O", "H", "H", "H", "H", "H", "H", "H", "H", "H", "H", "H", "H", "H", "H", "H", "H", "H", "H", "H", "H", "O", "H"],
  "positions_angstrom": [[1.0613, 1.7892, 2.3775], [1.2603, 2.9463, 1.4044], [1.1564, 2.6133, -0.0509], [0.5413, 1.3973, -0.3364], [1.2239, 0.1724, -0.5050], [2.7158, 0.1374, -0.4413], [3.3264, -0.8919, -1.4327], [3.7592, -2.2024, -0.7706], [4.3635, -0.3276, -2.1489], [0.5416, -0.9351, -0.7211], [-0.8168, -0.9627, -0.8011], [-1.5453, -2.2858, -1.0072], [-2.0786, -2.2763, -2.2492], [-2.5267, -2.4723, -0.1078], [-0.6667, -3.5620, -0.9262], [-1.4816, -4.6048, -1.1545], [0.2529, -3.6048, -1.9074], [0.0093, -3.8213, 0.4727], [1.3373, -3.8798, 0.3593], [-0.2951, -2.8904, 1.3787], [-0.3800, -4.9959, 0.9532], [-1.5142, 0.1807, -0.7041], [-3.0284, 0.1904, -0.8367], [-3.6357, 1.3682, -2.5587], [-3.6927, 0.6219, 0.5256], [-4.8398, 1.6269, 0.4435], [-0.8148, 1.3936, -0.4675], [-1.4516, 2.7504, -0.2988], [-1.8977, 3.1168, 0.7684], [-1.4692, 3.5792, -1.3694], [0.0178, 1.4336, 2.3951], [1.7099, 0.9346, 2.1635], [1.3305, 2.1249, 3.3797], [2.2494, 3.3844, 1.5573], [0.5407, 3.7268, 1.6855], [2.0249, 2.7241, -0.5518], [3.0646, -0.1092, 0.5961], [3.1269, 1.1066, -0.7193], [2.5456, -1.0967, -2.1874], [3.9107, -2.0424, 0.3021], [4.7451, -2.4565, -1.1721], [3.0660, -3.0223, -0.9543], [1.1094, -1.7720, -0.8280], [-3.4078, -0.7966, -1.0625], [-2.8933, 1.0001, 1.1656], [-4.0258, -0.3088, 1.0004], [-5.6675, 1.2993, -0.1873], [-5.2554, 1.7310, 1.4536], [-4.4530, 2.6052, 0.1563], [-1.3996, 4.4630, -0.9769], [3.8075, 0.5852, 2.1123], [4.4390, 0.3150, 2.7842]],
  "forces_ev_per_angstrom": [[-0.31, -0.45, -0.33], [0.14, 0.39, 0.66], [0.00, -0.12, 0.22], [-0.22, 0.15, -0.12], [2.09, 1.02, 0.23], [-0.17, -0.75, -1.14], [-1.25, -0.41, 0.05], [0.74, 0.62, 0.13], [0.19, 0.18, 0.26], [-0.09, -0.34, 0.02], [-0.11, -1.09, 0.13], [1.27, 0.12, -0.42], [-0.24, -0.17, -0.02], [-0.15, 0.00, 0.13], [-0.43, -0.93, 0.05], [-0.26, 0.14, 0.02], [0.30, 0.65, 0.15], [0.26, -0.77, 0.67], [-0.01, 0.40, -0.23], [-0.03, 0.22, -0.31], [-0.20, 0.09, -0.08], [-1.49, 1.23, -0.16], [-0.25, 0.23, 0.77], [0.18, -0.40, 0.09], [0.20, -0.25, -0.48], [0.15, -0.17, 0.87], [-0.45, -0.20, -0.45], [-0.98, 1.14, 0.81], [0.61, -0.61, -0.69], [0.89, -0.76, 0.34], [0.10, 0.32, 0.03], [0.30, 0.25, 0.12], [-0.06, -0.01, -0.07], [-0.01, -0.25, -0.08], [0.00, -0.06, -0.46], [0.15, -0.02, 0.33], [0.30, 0.73, 0.72], [-0.03, -0.01, 0.36], [0.32, -0.11, -0.12], [-0.16, -0.14, -0.09], [-0.24, -0.21, -0.10], [0.08, 0.04, -0.03], [-0.22, -0.06, -0.06], [0.04, 0.28, -0.33], [-0.26, 0.17, 0.02], [-0.05, 0.10, -0.14], [0.24, 0.08, -0.18], [0.08, 0.07, -0.13], [-0.26, -0.07, -0.19], [-0.35, 0.13, -0.17], [-0.33, -0.26, -0.58], [0.01, -0.10, -0.05]],
  "de_lowest_ev": 0.0000,
  "gap_ev": 5.181
}

Entry 2:
{
  "formula": "C18H12N2O4S",
  "method": "ωB97M-V/def2-TZVPD",
  "species": ["O", "C", "C", "C", "C", "S", "C", "N", "C", "C", "C", "C", "C", "C", "C", "O", "N", "C", "C", "C", "C", "O", "C", "C", "O", "H", "H", "H", "H", "H", "H", "H", "H", "H", "H", "H", "H"],
  "positions_angstrom": [[-1.1791, -2.7155, -3.2011], [-1.3012, -2.2387, -2.1015], [-0.6743, -2.7349, -0.8953], [-0.8461, -2.1574, 0.3156], [-0.1137, -2.6873, 1.5102], [1.6447, -3.0052, 1.1374], [2.0962, -1.4062, 0.5828], [1.2202, -0.4716, 0.5953], [1.5895, 0.7625, 0.1219], [0.6440, 1.7923, 0.1107], [0.9918, 3.0354, -0.3675], [2.2791, 3.2846, -0.8405], [3.2226, 2.2819, -0.8327], [2.8906, 1.0141, -0.3534], [3.8837, -0.0571, -0.3395], [5.0358, 0.0167, -0.6982], [3.3781, -1.2632, 0.1538], [-1.7363, -1.0288, 0.4277], [-2.0679, -0.3683, 1.6190], [-2.8953, 0.7259, 1.6255], [-3.4322, 1.2129, 0.4269], [-4.2295, 2.2997, 0.4830], [-3.1357, 0.5704, -0.7626], [-2.3032, -0.5450, -0.7655], [-2.0817, -1.1198, -1.9641], [-0.0223, -3.5844, -1.0311], [-0.5121, -3.6535, 1.8232], [-0.1283, -1.9907, 2.3434], [-0.3478, 1.5869, 0.4810], [0.2580, 3.8280, -0.3750], [2.5341, 4.2654, -1.2119], [4.2276, 2.4448, -1.1912], [4.0140, -2.0522, 0.1765], [-1.6727, -0.7195, 2.5578], [-3.1460, 1.2325, 2.5431], [-4.5438, 2.5338, -0.3996], [-3.5408, 0.9115, -1.7038]],
  "forces_ev_per_angstrom": [[-0.09, 0.20, 0.31], [0.19, -0.43, -0.37], [-0.11, 0.07, 0.52], [-0.09, -0.37, -0.77], [0.56, 0.11, 0.01], [-0.02, -0.40, 0.21], [-0.57, 0.21, 0.19], [0.05, -0.46, 0.32], [0.54, 0.41, -0.27], [0.08, 0.04, -0.05], [-0.08, -0.07, 0.05], [0.15, 0.02, -0.05], [0.03, -0.06, 0.01], [-0.40, 0.22, 0.05], [0.05, -0.13, 0.04], [0.14, 0.06, -0.07], [0.19, -0.16, -0.05], [-0.38, 0.19, -0.36], [-0.01, -0.07, -0.33], [-0.21, 0.30, -0.03], [0.40, -0.55, -0.12], [-0.21, 0.28, 0.02], [0.04, -0.04, -0.06], [-0.07, 0.20, 0.94], [-0.12, 0.15, -0.28], [0.04, 0.00, -0.04], [0.03, 0.04, 0.05], [-0.11, -0.08, -0.02], [-0.13, -0.04, 0.05], [-0.07, 0.06, 0.00], [0.03, 0.07, -0.03], [0.08, 0.03, -0.04], [-0.02, 0.18, -0.05], [0.07, -0.02, 0.09], [-0.02, 0.04, 0.13], [0.07, -0.07, 0.11], [-0.05, 0.04, -0.12]],
  "de_lowest_ev": 0.0000,
  "gap_ev": 8.526
}

| no. | maximum force (eV/Å) |
| --- | --- |
| 1 | 2.33 |
| 2 | 0.96 |